Computed, not measured: C31H32AsNO7S5SbTeW as an isolated structure in a non-equilibrium geometry, with ωB97M-V/def2-TZVPD.

As for the energy above the lowest of the compared OMol25 structures with the same formula, charge and spin: 1.417 eV. As for the spin multiplicity: 2. Its gap between HOMO and LUMO (alpha / beta) is 5.7409 / 5.3906 eV. The charge is 0. The total energy comes out at -179159.9042 eV. The calculation puts the HOMO energy (alpha / beta) at -0.2633 / -0.2570 hartree.

Positions of all 80 atoms, in Å:
W1 -0.080 -2.751 -0.209
S1 -3.719 -2.435 3.413
Sb1 -1.954 -3.633 2.577
S2 1.135 -3.710 1.702
S3 0.009 -5.033 0.658
S4 -0.614 -3.308 4.445
O1 0.369 -0.059 -3.768
As1 1.091 -1.058 -2.451
O2 1.096 -1.255 0.256
O3 -0.420 -1.699 -1.784
C1 1.714 -2.408 -3.784
C2 2.300 -1.919 -4.945
C3 2.919 -2.787 -5.834
C4 2.947 -4.154 -5.597
C5 2.371 -4.668 -4.447
C6 1.776 -3.784 -3.558
S5 1.223 -4.359 -2.005
O4 1.691 -5.687 -1.827
O5 -0.252 -4.095 -1.913
O6 1.752 -3.302 -1.026
H1 -0.279 -0.563 -4.276
H2 2.272 -0.854 -5.134
H3 3.405 -2.387 -6.716
H4 3.440 -4.819 -6.294
H5 2.381 -5.724 -4.213
C7 2.454 6.052 -0.935
C8 2.009 4.628 -0.735
C9 0.858 4.148 -1.341
C10 0.401 2.850 -1.138
C11 -0.873 2.425 -1.843
C12 1.141 2.000 -0.296
Te1 -0.035 0.294 0.309
N1 -1.369 -1.665 0.998
C13 -2.209 -1.961 -0.008
O7 -2.079 -3.165 -0.465
C14 -3.187 -0.997 -0.553
C15 -4.134 -0.497 0.336
C16 -5.087 0.405 -0.114
C17 -5.072 0.840 -1.431
C18 -4.124 0.338 -2.315
C19 -3.192 -0.593 -1.885
C20 0.065 0.608 2.410
C21 0.854 -0.070 3.343
C22 2.070 -0.926 3.082
C23 0.499 0.041 4.690
C24 -0.610 0.735 5.127
C25 -1.011 0.738 6.577
C26 -1.360 1.421 4.179
C27 -1.041 1.370 2.838
C28 -1.916 2.125 1.861
C29 2.331 2.455 0.289
C30 3.176 1.567 1.155
C31 2.743 3.759 0.060
H6 1.651 6.658 -1.352
H7 3.302 6.100 -1.621
H8 2.770 6.496 0.010
H9 0.289 4.805 -1.991
H10 -1.144 3.168 -2.591
H11 -1.716 2.331 -1.154
H12 -0.737 1.475 -2.361
H13 -4.133 -0.844 1.366
H14 -5.840 0.765 0.576
H15 -5.800 1.565 -1.773
H16 -4.112 0.660 -3.348
H17 -2.476 -0.999 -2.583
H18 2.214 -1.180 2.042
H19 1.969 -1.855 3.647
H20 2.969 -0.421 3.440
H21 1.101 -0.505 5.410
H22 -0.494 -0.049 7.124
H23 -2.085 0.571 6.669
H24 -0.779 1.696 7.047
H25 -2.232 1.987 4.492
H26 -2.469 2.914 2.367
H27 -2.648 1.453 1.403
H28 -1.322 2.596 1.073
H29 2.925 0.528 0.987
H30 3.020 1.800 2.209
H31 4.235 1.704 0.931
H32 3.667 4.104 0.515

Atom charges from the Mulliken analysis, given in e for atoms 1 to 8:
1. W 0.66
2. S -0.59
3. Sb 0.79
4. S -0.12
5. S -0.18
6. S -0.30
7. O -0.78
8. As 0.81



Computed, not measured: C31H32BCl2F3O2 as an isolated structure in a non-equilibrium geometry, with ωB97M-V/def2-TZVPD.

As for the energy above the lowest of the compared OMol25 structures with the same formula, charge and spin: 0.000 eV. Its gap between HOMO and LUMO is 6.9279 eV. The charge is 0. The total energy comes out at -70633.7794 eV. The calculation puts the HOMO energy at -0.2956 hartree.

Positions of all 71 atoms, in Å:
Cl1 3.774 5.306 -1.016
C1 2.658 4.021 -0.868
C2 1.348 4.333 -0.467
C3 0.404 3.306 -0.423
C4 0.786 1.980 -0.622
C5 -0.379 1.000 -0.550
C6 -0.391 0.227 -1.828
C7 -1.515 -0.304 -2.407
C8 -1.447 -1.109 -3.627
C9 -2.604 -1.849 -3.966
C10 -2.597 -2.729 -5.033
C11 -1.449 -2.844 -5.827
Cl2 -1.447 -3.928 -7.121
C12 -0.302 -2.102 -5.531
C13 -0.289 -1.225 -4.445
C14 2.075 1.687 -1.076
C15 2.997 2.722 -1.241
H1 1.052 5.338 -0.195
H2 -0.654 3.515 -0.219
H3 -1.360 1.575 -0.423
H4 0.540 0.282 -2.370
H5 -2.486 -0.176 -1.933
H6 -3.513 -1.667 -3.380
H7 -3.477 -3.320 -5.247
H8 0.579 -2.208 -6.146
H9 0.565 -0.571 -4.264
H10 2.347 0.676 -1.389
H11 3.978 2.533 -1.647
C16 2.211 -2.741 1.039
C17 1.178 -2.067 0.178
C18 1.637 -2.168 -1.262
C19 -0.342 -2.464 0.461
C20 -1.132 -3.034 -0.693
C21 -0.544 -3.501 1.534
O1 -0.983 -1.202 0.776
B1 -0.072 -0.203 0.404
C22 -0.240 0.857 2.108
C23 0.734 1.896 2.289
C24 0.515 3.129 2.856
C25 -0.798 3.619 2.934
C26 -0.998 5.079 3.308
F1 -2.313 5.442 3.368
F2 -0.448 5.400 4.527
F3 -0.387 5.898 2.373
C27 -1.859 2.785 2.578
C28 -1.602 1.498 2.102
C29 0.421 -0.244 2.978
C30 0.045 -0.092 4.423
C31 -0.384 -1.325 3.714
O2 1.253 -0.646 0.494
H12 2.302 -3.794 0.734
H13 3.166 -2.247 0.885
H14 1.954 -2.670 2.100
H15 1.727 -3.210 -1.571
H16 0.981 -1.648 -1.968
H17 2.630 -1.712 -1.341
H18 -0.674 -3.962 -1.052
H19 -2.157 -3.262 -0.369
H20 -1.222 -2.360 -1.537
H21 -0.164 -4.454 1.147
H22 -0.039 -3.299 2.470
H23 -1.609 -3.631 1.748
H24 1.773 1.591 2.154
H25 1.336 3.752 3.230
H26 -2.871 3.202 2.712
H27 -2.476 0.978 1.725
H28 1.461 -0.535 2.698
H29 0.836 -0.163 5.186
H30 -0.682 0.732 4.419
H31 -1.412 -1.420 3.326
H32 0.058 -2.274 4.074

Atom charges from the Mulliken analysis, given in e for atoms 1 to 8:
1. Cl -0.23
2. C 0.14
3. C -0.88
4. C -0.33
5. C 0.74
6. C 0.51
7. C -1.64
8. C -1.29



Computed, not measured: C31H32BIrN5O2PS6Sb as an isolated structure in a non-equilibrium geometry, with ωB97M-V/def2-TZVPD.

As for the energy above the lowest of the compared OMol25 structures with the same formula, charge and spin: 1.525 eV. As for the spin multiplicity: 2. Its gap between HOMO and LUMO (alpha / beta) is 4.5185 / 5.4264 eV. The charge is -2. The total energy comes out at -128570.2942 eV. The calculation puts the HOMO energy (alpha / beta) at -0.0204 / -0.0538 hartree.

Positions of all 80 atoms, in Å:
Ir1 1.542 0.357 -0.386
S1 2.544 -1.684 -5.610
Sb1 1.837 -1.924 -3.428
S2 1.416 0.398 -2.736
S3 3.193 -1.279 -0.597
S4 -0.076 -3.194 -3.183
C1 -0.779 1.348 2.536
N1 0.118 2.487 2.413
C2 0.757 3.138 3.445
C3 1.552 4.071 2.875
N2 1.397 3.993 1.509
B1 2.147 4.914 0.507
N3 2.892 4.105 -0.622
C4 3.186 4.725 -1.814
C5 3.853 3.846 -2.596
N4 3.969 2.687 -1.873
C6 4.568 1.455 -2.373
C7 3.348 2.848 -0.684
S5 3.257 1.587 0.522
C8 0.550 2.986 1.236
S6 0.083 2.387 -0.310
H1 -1.063 1.253 3.584
H2 -0.280 0.440 2.199
H3 -1.660 1.526 1.921
H4 0.593 2.874 4.475
H5 2.217 4.789 3.320
H6 2.951 5.544 1.174
H7 1.371 5.637 -0.084
H8 2.882 5.739 -2.001
H9 4.240 3.930 -3.596
H10 5.484 1.709 -2.906
H11 3.866 0.945 -3.032
H12 4.784 0.806 -1.528
O1 -0.803 -0.458 -0.562
P1 -2.124 -1.132 -0.581
C9 -2.862 -1.165 -2.217
C10 -4.087 -1.774 -2.483
C11 -4.599 -1.762 -3.770
C12 -3.885 -1.142 -4.792
C13 -2.664 -0.544 -4.528
C14 -2.146 -0.551 -3.239
C15 -2.087 -2.791 0.117
C16 -3.218 -3.516 0.491
C17 -3.084 -4.787 1.026
C18 -1.817 -5.342 1.178
C19 -0.691 -4.623 0.810
C20 -0.821 -3.343 0.285
C21 -3.331 -0.214 0.428
C22 -3.604 -0.553 1.751
C23 -4.438 0.246 2.525
C24 -4.985 1.402 1.987
C25 -4.692 1.764 0.678
C26 -3.871 0.959 -0.097
H13 -4.637 -2.270 -1.692
H14 -5.545 -2.245 -3.981
H15 -4.281 -1.141 -5.801
H16 -2.088 -0.095 -5.328
H17 -1.176 -0.113 -3.024
H18 -4.207 -3.086 0.380
H19 -3.964 -5.342 1.329
H20 -1.713 -6.337 1.597
H21 0.296 -5.054 0.923
H22 0.047 -2.751 0.027
H23 -3.153 -1.438 2.182
H24 -4.650 -0.030 3.551
H25 -5.624 2.032 2.593
H26 -5.097 2.679 0.264
H27 -3.629 1.247 -1.114
O2 1.239 -0.627 1.486
N5 2.394 -1.192 1.926
C27 3.162 -0.632 2.867
C28 4.347 -1.187 3.251
C29 4.753 -2.397 2.579
C30 4.043 -2.905 1.556
C31 2.855 -2.185 1.004
H28 2.743 0.263 3.312
H29 4.935 -0.734 4.035
H30 5.638 -2.921 2.925
H31 4.354 -3.803 1.036
H32 2.032 -2.854 0.751

Atom charges from the Mulliken analysis, given in e for atoms 1 to 8:
1. Ir 2.27
2. S -0.74
3. Sb 0.50
4. S -0.74
5. S -0.36
6. S -0.66
7. C -0.72
8. N 0.40



Computed, not measured: a 4-piece molecular cluster, C31H32BN3O6 overall in a non-equilibrium geometry, with ωB97M-V/def2-TZVPD.

Its gap between HOMO and LUMO is 8.6057 eV. The charge is 0. Its structure (SMILES) is CC(=O)OCCCC1=CC(=O)c2ccc(CB(O)O)cc2C1=O.c1ccncc1.c1ccncc1.c1ccncc1. The total energy comes out at -50097.8509 eV. The calculation puts the HOMO energy at -0.3289 hartree.

Positions of all 73 atoms, in Å:
C1 5.848 -2.299 1.396
C2 4.801 -1.940 0.283
O1 4.146 -2.837 -0.181
O2 4.736 -0.626 -0.119
C3 3.358 -0.147 -0.215
C4 3.316 1.194 0.618
C5 2.042 2.065 0.245
C6 0.835 1.748 1.190
C7 0.950 1.653 2.538
C8 -0.340 1.284 3.337
O3 -0.606 1.754 4.412
C9 -1.283 0.283 2.594
C10 -2.029 -0.754 3.268
C11 -2.871 -1.615 2.440
C12 -3.031 -1.485 1.011
C13 -3.965 -2.439 0.177
B1 -5.337 -1.728 -0.278
O4 -6.460 -2.495 -0.646
O5 -5.452 -0.314 -0.331
C14 -2.277 -0.438 0.334
C15 -1.418 0.400 1.131
C16 -0.542 1.515 0.477
O6 -0.911 2.158 -0.476
H1 6.884 -2.240 0.983
H2 5.781 -1.594 2.269
H3 5.697 -3.341 1.777
H4 2.622 -0.908 0.138
H5 3.163 0.057 -1.305
H6 3.350 0.906 1.698
H7 4.220 1.779 0.299
H8 1.748 1.722 -0.785
H9 2.258 3.157 0.182
H10 1.921 1.789 3.069
H11 -1.945 -0.913 4.368
H12 -3.422 -2.431 2.952
H13 -3.341 -2.772 -0.700
H14 -4.116 -3.344 0.817
H15 -6.172 -3.390 -0.904
H16 -5.187 -0.010 -1.218
H17 -2.311 -0.238 -0.763
C17 7.354 5.752 -0.369
C18 7.003 4.599 -1.051
C19 5.665 4.241 -1.090
N1 4.690 4.943 -0.503
C20 5.052 6.051 0.151
C21 6.361 6.498 0.246
H18 8.390 6.067 -0.316
H19 7.751 3.990 -1.543
H20 5.341 3.348 -1.614
H21 4.241 6.598 0.618
H22 6.596 7.405 0.788
C22 -8.547 -6.303 1.804
C23 -8.620 -4.945 1.537
C24 -7.434 -4.236 1.415
N2 -6.221 -4.788 1.543
C25 -6.177 -6.100 1.801
C26 -7.302 -6.897 1.939
H23 -9.451 -6.892 1.906
H24 -9.573 -4.446 1.426
H25 -7.440 -3.176 1.205
H26 -5.181 -6.519 1.902
H27 -7.206 -7.955 2.147
C27 0.414 1.816 -5.621
C28 -0.354 1.565 -4.496
C29 0.277 1.537 -3.262
N3 1.590 1.735 -3.095
C30 2.311 1.973 -4.195
C31 1.776 2.026 -5.472
H28 -0.043 1.848 -6.603
H29 -1.420 1.396 -4.573
H30 -0.283 1.348 -2.352
H31 3.372 2.127 -4.029
H32 2.409 2.225 -6.327

Atom charges from the Mulliken analysis, given in e for atoms 1 to 8:
1. C -0.92
2. C 0.67
3. O -0.53
4. O -0.31
5. C -0.29
6. C -0.52
7. C 0.44
8. C 0.09



Computed, not measured: C31H32BaN7O2S as an isolated structure, with ωB97M-V/def2-TZVPD.

As for the energy above the lowest of the compared OMol25 structures with the same formula, charge and spin: 0.245 eV. Its gap between HOMO and LUMO is 6.6302 eV. The charge is +1. The total energy comes out at -58719.2593 eV. The calculation puts the HOMO energy at -0.3355 hartree.

Positions of all 74 atoms, in Å:
Ba1 0.410 1.204 -0.025
C1 -1.556 -3.680 1.920
C2 -0.891 -2.791 2.751
C3 -1.005 -1.424 2.549
C4 -1.797 -0.920 1.517
C5 -2.445 -1.825 0.672
C6 -2.333 -3.189 0.879
N1 -1.912 0.471 1.288
C7 -3.093 1.030 1.593
C8 -4.069 0.349 2.393
C9 -5.226 0.940 2.798
C10 -5.556 2.260 2.419
C11 -4.689 2.928 1.614
C12 -3.460 2.360 1.167
N2 -2.835 3.157 0.267
N3 -1.707 2.850 -0.233
C13 -1.261 3.753 -1.232
C14 -2.004 4.798 -1.787
C15 -1.411 5.572 -2.761
C16 -0.108 5.291 -3.164
C17 0.543 4.232 -2.561
N4 -0.011 3.477 -1.617
H1 -1.478 -4.745 2.088
H2 -0.286 -3.159 3.569
H3 -0.494 -0.740 3.215
H4 -3.057 -1.437 -0.133
H5 -2.860 -3.872 0.226
H6 -3.849 -0.658 2.717
H7 -5.906 0.383 3.430
H8 -6.480 2.712 2.748
H9 -4.902 3.928 1.263
H10 -3.012 4.973 -1.447
H11 -1.957 6.390 -3.210
H12 0.385 5.876 -3.925
H13 1.557 3.971 -2.840
C18 4.997 1.513 -1.210
C19 4.043 1.055 -0.143
O1 2.960 1.604 0.027
N5 4.447 0.039 0.640
C20 3.632 -0.503 1.711
C21 2.823 -1.693 1.254
C22 3.162 -2.978 1.648
C23 2.412 -4.046 1.178
C24 1.346 -3.787 0.337
C25 1.074 -2.469 0.006
N6 1.792 -1.440 0.441
H14 4.431 1.939 -2.034
H15 5.628 0.704 -1.572
H16 5.636 2.292 -0.797
H17 5.326 -0.407 0.434
H18 2.969 0.291 2.056
H19 4.288 -0.785 2.534
H20 3.993 -3.137 2.322
H21 2.650 -5.058 1.476
H22 0.717 -4.579 -0.041
H23 0.223 -2.225 -0.620
C26 0.276 2.299 3.871
O2 0.212 1.700 2.583
H24 0.134 1.554 4.657
H25 -0.476 3.083 3.976
H26 1.264 2.742 3.977
H27 -0.690 1.352 2.415
S1 -0.187 -0.155 -2.955
C27 0.400 -1.617 -3.544
N7 -0.340 -2.288 -4.470
C28 0.014 -3.459 -5.047
C29 1.186 -4.058 -4.709
C30 2.005 -3.417 -3.755
C31 1.629 -2.234 -3.191
H28 -1.214 -1.845 -4.729
H29 -0.680 -3.863 -5.769
H30 1.473 -4.990 -5.168
H31 2.946 -3.870 -3.473
H32 2.249 -1.730 -2.465

Atom charges from the Mulliken analysis, given in e for atoms 1 to 8:
1. Ba 1.88
2. C -0.77
3. C -0.58
4. C -0.06
5. C -0.29
6. C -0.03
7. C -0.74
8. N 0.10



Computed, not measured: C31H32CuN3P as an isolated structure in a non-equilibrium geometry, with ωB97M-V/def2-TZVPD.

As for the spin multiplicity: 2. Its gap between HOMO and LUMO (alpha / beta) is 8.3620 / 7.0850 eV. The charge is 0. The total energy comes out at -91062.4972 eV. The calculation puts the HOMO energy (alpha / beta) at -0.2944 / -0.2866 hartree.

Positions of all 68 atoms, in Å:
C1 -4.602 -0.884 0.258
C2 -1.386 1.895 -2.375
H1 -4.388 -1.957 0.137
H2 -5.504 -0.589 -0.306
H3 -4.692 -0.631 1.324
H4 -0.851 0.943 -2.416
H5 -2.382 1.737 -1.940
H6 -1.535 2.225 -3.411
C3 -0.094 -1.653 -2.071
C4 0.589 -2.866 -1.900
C5 1.898 -2.959 -2.372
C6 2.474 -1.840 -2.971
H7 -1.115 -1.525 -1.709
H8 0.087 -3.692 -1.404
H9 2.475 -3.877 -2.265
H10 3.503 -1.835 -3.324
N1 0.460 -0.592 -2.642
C7 1.729 -0.644 -3.061
C8 2.350 0.615 -3.565
N2 1.832 1.781 -3.153
C9 2.372 2.922 -3.582
C10 4.054 1.763 -4.854
C11 3.485 2.970 -4.437
H11 1.902 3.843 -3.228
H12 3.868 3.940 -4.744
C12 3.479 0.571 -4.414
H13 3.860 -0.404 -4.707
H14 4.923 1.740 -5.510
Cu1 -3.237 0.116 -0.543
C13 -0.589 2.914 -1.603
H15 -1.041 3.911 -1.680
H16 0.430 2.940 -1.998
H17 -0.545 2.637 -0.548
N3 -1.515 0.529 -0.075
P1 -0.989 -0.051 1.301
C14 -1.863 -1.386 2.140
C15 -2.593 -1.142 3.317
C16 -3.327 -2.172 3.907
C17 -3.357 -3.441 3.321
C18 -2.652 -3.683 2.138
C19 -1.903 -2.662 1.550
C20 0.710 -0.662 1.083
C21 1.183 -1.849 1.659
C22 2.492 -2.268 1.411
C23 3.345 -1.483 0.633
C24 2.885 -0.280 0.091
C25 1.570 0.124 0.306
C26 -0.778 1.240 2.553
C27 0.040 1.028 3.675
C28 0.244 2.068 4.584
C29 -0.351 3.317 4.367
C30 -1.164 3.524 3.248
C31 -1.390 2.481 2.343
H18 -2.580 -0.147 3.764
H19 -3.883 -1.974 4.825
H20 -3.938 -4.242 3.782
H21 -2.683 -4.666 1.665
H22 -1.365 -2.843 0.617
H23 0.535 -2.453 2.295
H24 2.845 -3.213 1.829
H25 4.368 -1.808 0.437
H26 3.547 0.345 -0.511
H27 1.197 1.047 -0.141
H28 0.516 0.058 3.830
H29 0.873 1.902 5.460
H30 -0.180 4.131 5.073
H31 -1.627 4.497 3.071
H32 -2.022 2.615 1.463

Atom charges from the Mulliken analysis, given in e for atoms 1 to 8:
1. C -0.58
2. C 0.25
3. H 0.14
4. H 0.41
5. H 0.15
6. H -0.28
7. H 0.01
8. H 0.41